Entry 1:
DFT (ωB97M-V/def2-TZVPD) results for a 5-piece molecular cluster, C21H36Cl12O5P overall.

Last column: Löwdin charge in e.
Positions of all 75 atoms, in Å:
C 1.50119 2.84377 -3.91736  0.049
C 0.27565 2.56362 -3.57677  -0.068
C -0.18498 1.13622 -3.62628  -0.519
O 0.10665 0.45221 -4.50678  0.211
O -0.96979 0.68335 -2.57984  -0.061
C -2.36704 0.75697 -2.89362  -0.170
C -3.06810 2.05460 -2.41945  -0.143
C -2.34517 2.81764 -1.27190  -0.185
C -2.83681 2.49198 0.16640  -0.174
C -2.27572 1.12862 0.67231  -0.221
C -1.22833 1.24128 1.82156  -0.234
P 0.18916 0.13201 1.47519  0.943
C 0.97827 -0.23461 3.04526  -0.227
C 2.27298 -0.54176 3.14575  0.029
C -0.46547 -1.43110 0.84232  -0.148
C 0.51686 -2.32403 0.01145  -0.407
C 1.97419 -2.22400 0.39091  -0.058
O 0.15716 -3.68252 0.26733  -0.085
O 1.13291 0.88969 0.44564  -0.230
C 1.65849 2.13888 0.95410  -0.149
C 3.02054 2.51815 0.33485  -0.401
C 3.34520 1.76934 -0.95906  -0.017
O 3.06186 3.91788 0.17892  -0.017
H 1.77654 3.82017 -4.28837  0.078
H 2.24746 2.07132 -3.81466  0.074
H -0.45029 3.28552 -3.22651  0.102
H -2.54726 0.63197 -3.96145  0.131
H -2.84297 -0.09361 -2.40479  0.102
H -4.10227 1.78266 -2.15531  0.082
H -3.16905 2.72465 -3.27339  0.108
H -2.59074 3.87258 -1.41418  0.111
H -1.25932 2.75012 -1.30569  0.086
H -2.50943 3.30683 0.81547  0.105
H -3.92267 2.44801 0.21917  0.087
H -3.04652 0.40910 0.94198  0.090
H -1.75743 0.68187 -0.18174  0.065
H -1.69798 1.02901 2.79222  -0.004
H -0.89727 2.27794 1.84994  0.090
H 0.37419 -0.24886 3.94442  0.032
H 2.61860 -1.46257 3.60695  0.089
H 3.02853 0.11130 2.71112  0.082
H -0.76412 -2.00120 1.72718  0.124
H -1.36757 -1.30077 0.24795  0.089
H 0.32461 -2.15928 -1.05039  0.146
H 2.17123 -2.63589 1.37880  0.069
H 2.39967 -1.22507 0.29811  0.071
H 2.52456 -2.85044 -0.31135  0.027
H -0.80155 -3.76944 0.35189  0.095
H 0.95412 2.93517 0.70572  0.126
H 1.76294 2.16459 2.04244  0.125
H 3.80169 2.30672 1.06271  0.142
H 4.00438 2.35154 -1.59423  0.094
H 3.85171 0.83672 -0.70805  0.083
H 2.42047 1.54267 -1.48701  0.059
H 2.48513 4.18290 -0.55270  0.103
C -3.17566 1.52956 5.62804  -1.515
Cl -4.50006 1.33609 4.47978  0.543
Cl -3.63767 0.96798 7.22680  0.569
Cl -1.73589 0.66273 5.05196  0.579
H -2.92981 2.58209 5.69147  0.020
C 4.69188 -4.21229 -2.45872  -1.522
Cl 5.44418 -2.96405 -1.45858  0.525
Cl 4.71379 -5.76808 -1.62971  0.533
Cl 3.03768 -3.75550 -2.88316  0.547
H 5.26168 -4.30266 -3.37491  0.016
C 2.97806 -5.52667 1.62985  -1.559
Cl 3.53350 -7.06354 0.98084  0.522
Cl 1.33796 -5.65895 2.25745  0.560
Cl 4.08055 -4.94028 2.88216  0.525
H 2.97093 -4.80369 0.82237  -0.028
C -6.00329 -1.43982 -1.11464  -1.531
Cl -4.58720 -2.42979 -0.72965  0.511
Cl -5.80901 0.19195 -0.46699  0.553
Cl -6.27037 -1.38930 -2.85333  0.552
H -6.87035 -1.89025 -0.64823  0.018

Atoms 1-6, force components in eV/Å:
1.2 0.5 -0.3
-1.7 -0.8 1.0
-0.3 2.4 3.2
0.9 -2.7 -3.0
-0.3 0.4 -0.1
-0.9 -0.1 0.5

Calculated values
Max |F|   4.15 eV Å⁻¹
HOMO-LUMO gap   8.8 eV
Multiplicity   1
Highest occupied orbital energy   -12.47 eV
Net charge   +1

***

Entry 2:
DFT (ωB97M-V/def2-TZVPD) results for C21H36CoN3O as an isolated structure.

Last column: Löwdin charge in e.
Positions of all 62 atoms, in Å:
Co -0.11701 0.60685 0.37245  0.592
C 1.22533 0.10640 -1.10794  -0.049
C 0.17664 -0.90159 -1.13793  -0.149
C -1.01762 -0.20670 -1.40700  -0.127
C -0.66407 1.20637 -1.56240  -0.031
C 0.71449 1.38066 -1.45358  -0.222
C 1.48234 2.68590 -1.54988  -0.553
C 0.95404 3.49348 -2.73904  -0.037
C 1.29042 3.50175 -0.26561  -0.044
C 2.97216 2.40690 -1.74950  -0.047
C -2.47395 -0.66144 -1.58434  -0.513
C -3.13214 -1.13828 -0.28458  -0.036
C -2.53969 -1.74782 -2.66599  -0.034
C -3.32881 0.51071 -2.09037  -0.059
C 0.55049 -2.37599 -0.95143  -0.522
C 0.84072 -2.98806 -2.32889  -0.023
C -0.49224 -3.21596 -0.21330  -0.047
C 1.84047 -2.48472 -0.11846  -0.060
H 2.26663 -0.09895 -0.92869  0.110
H -1.37198 1.99280 -1.76227  0.119
H -0.09204 3.77155 -2.60202  0.083
H 1.03618 2.92943 -3.66922  0.097
H 1.52616 4.41607 -2.84983  0.091
H 0.23415 3.72461 -0.09698  0.088
H 1.82727 4.45045 -0.32445  0.092
H 1.67143 2.95745 0.60416  0.074
H 3.15003 1.80237 -2.64041  0.097
H 3.40297 1.88532 -0.89165  0.079
H 3.51664 3.34513 -1.86480  0.091
H -2.57196 -1.91821 0.22203  0.054
H -4.12521 -1.53170 -0.51076  0.096
H -3.25411 -0.30593 0.40847  0.070
H -2.08099 -2.68438 -2.36063  0.055
H -2.04688 -1.41550 -3.58189  0.100
H -3.58346 -1.95872 -2.90614  0.093
H -3.37204 1.32741 -1.36754  0.088
H -4.34952 0.15987 -2.24609  0.093
H -2.96579 0.90395 -3.04143  0.096
H -0.03334 -2.97263 -2.97615  0.073
H 1.16443 -4.02485 -2.21779  0.094
H 1.63890 -2.43931 -2.83275  0.094
H -1.42971 -3.31546 -0.75199  0.060
H -0.70915 -2.79740 0.77332  0.083
H -0.09666 -4.22262 -0.06794  0.093
H 2.71138 -2.08225 -0.63462  0.080
H 2.04763 -3.53562 0.08609  0.091
H 1.73519 -1.97146 0.84269  0.069
C 0.68214 -0.01788 5.92023  0.004
N 0.27814 0.24708 4.55067  -0.073
C -1.08821 0.57078 4.14263  0.013
C -0.89044 0.70294 2.65539  -0.421
O -1.68379 0.95274 1.74952  0.064
N 0.40376 0.46903 2.32750  0.130
C 1.05467 0.17247 3.46507  -0.364
N 2.33766 -0.15841 3.48047  0.245
H 0.04587 0.55639 6.58933  0.103
H 1.70402 0.32375 6.08048  0.094
H 0.60029 -1.07668 6.16709  0.105
H -1.44333 1.49950 4.59089  0.154
H -1.79053 -0.23233 4.37325  0.156
H 2.84140 -0.17264 2.60952  0.129
H 2.82068 -0.40665 4.32503  0.120

Atoms 1-6, force components in eV/Å:
-0.5 0.1 -0.5
0.0 -0.1 0.1
0.4 -0.1 0.1
-0.3 0.3 0.1
-0.2 -0.2 0.1
0.2 0.1 0.0

Calculated values
Expectation value of S²   0.9103
Max |F|   0.65 eV Å⁻¹
HOMO-LUMO gap (alpha / beta)   7.8 / 9.0 eV
Multiplicity   2
Highest occupied orbital energy (alpha / beta)   -10.58 / -11.50 eV
Net charge   +1